Run P
Molecular formula: H34O17
Method: DFT, ωB97M-V with the def2-TZVPD basis set

Positions of all 51 atoms, in Å:
O -5.075 0.199 0.864
H 3.716 -0.054 2.414
H -5.216 -1.078 3.135
H 3.842 1.387 -0.123
O 0.748 4.328 1.311
H -1.219 -5.037 -3.072
H -2.563 0.535 2.779
O -1.781 -4.580 -2.458
O 1.245 -1.851 -4.362
O 2.173 2.612 -0.653
H -1.042 2.967 3.224
O -0.806 2.305 3.871
H 2.355 2.455 -1.590
H -3.115 1.905 2.471
O 4.742 1.213 -0.595
H 0.877 -2.596 -4.880
O 3.256 0.464 1.764
H 3.634 2.105 1.874
O -2.473 -0.188 -3.614
H 0.280 5.002 0.834
H -1.314 -2.114 -0.505
H -1.676 -0.250 -3.084
H -1.765 2.460 -0.297
H -4.243 0.603 0.604
H -1.267 -4.621 -0.022
O 4.646 -1.809 -0.798
H 2.767 -0.705 -2.936
H -2.260 -5.120 -1.857
H 4.999 -2.339 -1.545
H -3.273 2.713 -0.780
H 0.413 -1.380 -4.200
H -4.846 -0.708 1.202
H -1.598 -0.627 -0.586
H -1.800 -5.870 0.576
O -3.387 0.987 2.557
H 1.658 4.178 0.984
H 3.947 -1.236 -1.142
H -0.008 2.573 4.362
H 3.037 2.506 -0.116
O -4.438 -1.472 3.555
H 1.510 -0.714 -2.091
H -4.162 -1.108 4.395
H 4.881 2.610 1.988
H 2.270 0.476 1.865
O -2.168 -5.094 0.171
O 3.996 2.980 1.721
O 2.487 -0.675 -2.001
H -2.966 0.390 -3.041
H 4.425 0.480 -1.120
O -2.562 2.061 -0.644
O -0.882 -1.262 -0.413

As for the LUMO energy: -0.006 hartree.

***

Run Q
Molecular formula: H34O17
Method: DFT, ωB97M-V with the def2-TZVPD basis set

Positions of all 51 atoms, in Å:
O -10.286 22.278 -19.056
H -11.994 19.282 -17.350
O -7.115 20.929 -16.195
H -10.874 20.017 -19.771
H -6.567 23.165 -20.598
O -7.898 23.304 -17.602
H -12.520 20.347 -19.147
O -10.253 19.313 -19.642
O -12.378 20.123 -17.418
H -8.898 25.065 -22.237
H -13.439 22.060 -20.249
O -14.026 22.822 -20.283
H -9.510 22.581 -18.507
H -10.204 22.536 -16.142
H -8.049 25.538 -19.667
O -12.590 22.897 -17.508
O -8.969 21.009 -21.705
H -11.798 22.950 -21.737
H -11.503 24.928 -19.705
H -9.550 19.859 -19.343
H -11.778 22.500 -17.810
H -12.547 23.755 -17.906
H -12.110 21.476 -21.494
H -8.768 23.832 -21.525
O -10.275 24.287 -16.387
H -10.528 23.016 -19.700
H -7.505 20.550 -19.561
H -10.660 24.740 -17.110
H -8.244 23.617 -18.466
O -10.194 21.557 -16.134
H -8.456 23.794 -16.975
O -11.544 24.333 -20.438
H -13.507 19.811 -20.197
H -11.682 20.721 -17.116
O -8.846 25.381 -19.173
H -10.751 24.466 -20.979
H -10.327 21.452 -15.205
H -7.520 20.907 -17.075
O -11.486 22.054 -21.950
H -7.533 21.686 -15.737
H -7.729 22.209 -20.826
O -7.948 20.371 -18.755
O -7.448 22.970 -20.338
H -13.347 23.505 -20.291
H -7.957 19.430 -18.549
O -9.427 24.272 -22.054
H -9.763 21.541 -21.895
O -12.799 20.372 -20.079
H -9.850 24.910 -15.760
H -9.259 20.116 -21.599
H -8.556 25.840 -18.404

As for the LUMO energy: -0.029 hartree.

***

Run R
Molecular formula: H34O17
Method: DFT, ωB97M-V with the def2-TZVPD basis set

Positions of all 51 atoms, in Å:
O 0.744 5.570 2.379
H -1.939 -1.435 -1.738
H 2.965 -1.523 1.923
O -0.450 -2.465 3.319
O 2.805 -1.112 2.711
H 1.100 -3.205 0.067
O -0.009 -1.430 -4.834
O 3.318 3.271 -2.227
H 0.377 -4.704 1.380
O 2.846 -0.501 -1.851
H -0.933 1.832 0.120
H 3.755 2.456 -2.456
H 0.042 2.453 3.335
O -2.540 -0.728 2.427
O 1.743 -2.981 0.863
H 0.424 1.235 2.709
H 2.349 -3.487 0.460
H 1.611 5.049 -0.546
H -0.222 2.595 -4.236
H 3.267 -1.407 -2.130
H 2.617 0.195 -2.544
H 0.964 4.610 2.301
O -0.623 1.949 -3.731
H -4.913 0.332 2.419
H -1.732 -5.722 1.445
O 0.778 5.319 -0.893
O -1.749 -5.838 0.642
H -0.293 -0.464 -4.594
H -3.228 -0.466 -2.798
H 3.925 3.560 -1.592
H -1.576 -5.026 0.062
H -2.482 0.917 -2.976
H -0.629 -1.896 -4.309
H 0.328 -2.589 2.867
H -4.280 1.833 2.565
O 0.827 -5.071 0.651
H -2.011 -0.468 3.106
O -2.483 0.001 -3.254
H 0.237 -5.322 -0.024
H -0.361 -1.650 3.856
H 0.422 2.277 -0.261
H 0.308 4.925 -1.433
H -2.344 -1.710 2.515
O -4.656 1.019 3.082
H 0.422 5.336 1.517
H 3.406 -0.749 3.208
H -1.166 -0.007 -1.593
H -0.138 2.103 -2.885
O 0.912 2.041 2.896
O -1.366 -0.867 -1.131
O -0.369 1.944 -0.789

As for the LUMO energy: -0.016 hartree.

***

We find run Q to be the most stable, with the next structure 54.9 kcal/mol higher.

***

Run P
Molecular formula: C6H24N12O6
Method: DFT, ωB97M-V with the def2-TZVPD basis set

Positions of all 48 atoms, in Å:
N -1.650 0.992 -2.393
H -2.097 1.629 -3.038
N 2.777 1.852 -1.686
H 1.614 -2.468 0.505
C -3.171 -0.630 0.927
N -4.096 0.112 0.467
N -0.404 -1.233 1.234
O 0.606 1.594 -1.595
O 0.488 0.472 2.717
H -4.523 -2.097 0.655
H 2.431 -3.503 -2.409
H 2.413 3.562 -0.136
N -1.105 -0.818 -1.731
H -3.865 1.094 0.410
H -4.902 -0.371 0.096
O -2.094 -0.281 1.487
N 0.992 2.733 3.248
N 2.252 -3.247 0.575
H -3.109 -2.587 1.520
N -0.352 2.344 1.710
H 1.331 -2.737 -1.207
O -2.762 -0.877 -3.197
H -0.843 -2.143 1.222
H 0.625 3.448 -0.326
H -0.334 -0.219 -1.472
H 0.741 0.938 0.858
H -1.059 -0.551 1.590
H -1.026 1.422 -1.726
H -0.950 1.745 1.160
N -3.625 -1.857 1.050
O 4.106 -3.909 -0.654
N 2.201 -3.169 -1.484
N 1.571 3.140 -0.499
C 0.511 -0.974 0.307
H 3.573 2.388 -1.371
C 2.943 -3.478 -0.511
O 0.912 -1.881 -0.409
H 2.793 -3.343 1.423
C -1.920 -0.251 -2.554
C 1.595 2.185 -1.301
H 1.732 2.336 3.809
H -1.009 -1.800 -1.517
H 1.108 3.697 2.971
H -0.336 3.340 1.545
H 1.571 0.336 -0.659
C 0.386 1.707 2.566
H 2.979 1.106 -2.335
N 0.981 0.252 0.156

As for the LUMO energy: -0.018 hartree.

***

Run Q
Molecular formula: C6H24N12O6
Method: DFT, ωB97M-V with the def2-TZVPD basis set

Positions of all 48 atoms, in Å:
H 3.966 4.164 0.417
H 2.309 3.917 0.814
O -0.856 0.783 -0.911
N -3.825 -2.304 1.422
N 1.490 1.705 -2.780
N -1.350 -0.930 0.540
C -0.556 -0.294 -0.356
N -2.826 2.662 1.161
C 2.698 -2.711 1.656
N 3.584 1.570 -3.732
H 0.813 1.543 -2.053
N 2.304 1.450 0.596
H 2.701 -4.025 3.144
H 2.851 -3.548 -0.102
H -3.192 -2.928 0.962
O -5.840 -1.330 0.986
N -3.750 1.345 -0.429
H -3.851 -2.584 -1.176
H 1.447 2.523 -3.359
C -3.985 2.266 0.552
O 2.807 -1.574 1.211
H 1.264 -0.451 -1.235
H 1.421 1.891 0.437
C 3.440 2.208 0.577
C -4.792 -1.843 0.595
N 2.734 -3.038 2.993
H -5.309 -1.672 -1.307
H 2.358 0.448 0.711
O 4.598 1.803 0.588
H 3.423 2.398 -4.281
O 2.900 -0.058 -2.338
O -5.063 2.667 0.976
H 0.942 -1.684 -0.051
H -2.773 1.155 -0.594
N -4.582 -2.065 -0.733
H 2.286 -4.729 1.054
H -1.905 2.363 0.889
N 0.622 -0.903 -0.588
C 2.652 1.007 -2.916
N 3.180 3.545 0.484
H -3.889 -2.051 2.390
H -4.419 0.878 -1.004
H 3.022 -2.362 3.674
H -2.874 3.284 1.946
N 2.529 -3.788 0.827
H -1.134 -1.812 0.955
H -2.132 -0.409 0.904
H 4.565 1.519 -3.517

As for the LUMO energy: -0.002 hartree.

***

We find run Q to be the most stable, with the next structure 261.5 kcal/mol higher.